No. 1
Molecular formula: C25H29BrI2N7O5SV
Method: DFT, ωB97M-V/def2-TZVPD

Geometry as XYZ:
```
71
Properties=species:S:1:pos:R:3:forces:R:3
V 0.1321 0.2104 0.3437 0.7 0.1 -0.2
I -0.6779 -3.6168 -1.7970 0.0 0.0 0.1
C 0.6617 -3.7221 -3.4332 0.1 0.0 0.0
I 1.0669 -1.8582 -4.3531 -0.1 0.0 -0.1
H 0.2352 -4.3811 -4.1779 0.0 0.0 0.0
H 1.5986 -4.1187 -3.0596 0.0 0.0 0.0
N 3.0104 2.0774 2.5754 0.0 0.0 -0.1
C 1.9255 1.7458 1.8943 -0.1 0.1 0.1
O 1.7784 0.5708 1.4778 0.0 -0.1 -0.1
C 0.8231 2.7249 1.6402 0.1 0.0 0.1
C 0.0644 2.2470 0.4181 -0.1 -0.1 0.0
H 3.7368 1.3938 2.7211 0.0 0.0 0.0
H 3.1540 3.0202 2.8933 0.0 0.0 0.0
H 1.2101 3.7438 1.5567 0.0 0.0 0.0
H 0.1696 2.6944 2.5187 0.0 0.0 0.0
H 0.6224 2.4532 -0.5024 0.0 0.0 0.0
H -0.9427 2.6439 0.3695 0.0 0.0 0.0
N 0.9756 -2.7419 7.6184 0.0 0.0 0.0
C 0.5376 -2.4684 6.3566 0.0 0.0 0.0
C -0.8012 -2.6998 6.0001 0.0 0.0 0.0
C -1.2491 -2.3978 4.7356 -0.1 0.0 0.0
C -0.3701 -1.8573 3.8012 0.1 -0.1 0.0
C 0.9619 -1.6270 4.1351 0.0 0.1 -0.1
C 1.4124 -1.9273 5.3999 0.0 0.0 0.0
S -0.9393 -1.4894 2.2097 -0.2 0.0 0.1
O -2.1053 -2.2591 1.9141 0.1 0.0 0.0
O 0.2091 -1.6363 1.2656 -0.1 0.0 -0.1
N -1.1021 0.1128 1.9749 0.0 -0.2 0.0
C -2.1408 0.7831 2.6056 0.0 0.2 0.0
N -2.7829 0.1285 3.5708 -0.1 0.1 0.1
C -3.7743 0.7827 4.1663 0.1 0.0 0.0
C -4.1249 2.0743 3.8163 -0.1 0.1 0.0
C -3.3795 2.6597 2.8100 0.1 -0.1 0.0
N -2.3836 2.0269 2.1911 -0.1 0.0 0.2
H 0.4016 -3.2935 8.2307 0.0 0.0 0.0
H 1.9619 -2.7555 7.8060 0.0 0.0 0.0
H -1.4805 -3.1251 6.7278 0.0 0.0 0.0
H -2.2771 -2.5782 4.4569 0.0 0.0 0.0
H 1.6418 -1.2322 3.3899 0.0 0.0 0.0
H 2.4503 -1.7627 5.6604 0.0 0.0 0.0
H -4.3002 0.2512 4.9511 0.0 0.0 0.0
H -4.9324 2.5983 4.3048 0.0 0.0 0.0
H -3.5812 3.6725 2.4803 0.0 0.0 0.0
C -3.0908 -0.5163 -3.8437 0.0 0.0 0.0
C -3.6157 -0.2693 -2.4249 0.0 0.0 0.1
C -4.4080 -1.4821 -1.9128 -0.1 0.0 0.0
C -4.4539 1.0150 -2.3541 0.0 0.0 0.0
C -2.4628 -0.0968 -1.5341 0.1 0.0 0.0
N -1.5631 0.0374 -0.8402 0.0 0.0 0.0
H -3.9476 -0.6427 -4.5056 0.0 0.0 0.0
H -2.4784 -1.4169 -3.8858 0.0 0.0 0.0
H -2.4973 0.3252 -4.2004 0.0 0.0 0.0
H -5.2694 -1.6255 -2.5655 0.0 0.0 0.0
H -4.7645 -1.3240 -0.8953 0.0 0.0 0.0
H -3.8003 -2.3865 -1.9353 0.0 0.0 0.0
H -5.3232 0.8910 -3.0003 0.0 0.0 0.0
H -3.8881 1.8792 -2.7008 0.0 0.0 0.0
H -4.8032 1.2057 -1.3396 0.0 0.0 0.0
Br 3.4614 -4.8813 -0.2923 0.0 0.0 0.0
C 3.8517 -3.2050 -1.0630 -0.1 0.1 0.0
C 5.0517 -3.0117 -1.7367 0.0 -0.1 0.0
N 5.3850 -1.8569 -2.3006 0.0 0.0 0.0
C 4.5256 -0.8509 -2.2121 -0.1 0.0 0.0
C 3.2984 -0.9568 -1.5632 0.2 0.0 0.1
C 2.9477 -2.1637 -0.9685 0.1 0.0 0.0
C 2.4120 0.2286 -1.5148 -0.4 0.0 -0.1
O 2.6979 1.3476 -1.8344 0.2 -0.1 0.0
O 1.1586 -0.0603 -1.0817 -0.1 -0.1 0.2
H 5.7685 -3.8207 -1.8174 0.0 0.0 0.0
H 4.8089 0.0843 -2.6797 0.0 0.0 0.0
H 2.0083 -2.2851 -0.4465 0.0 0.0 0.0
```
Positions in Å, forces in eV/Å.

The value obtained for the frontier orbital gap (alpha / beta) is 6.7044 / 7.3229 eV. Its expectation value of S² is 0.77. The total charge is +1. The calculation puts the energy relative to the best compared isomer or geometry (same formula, charge and spin) at 0.000 eV. As for the electronic energy: -6241.05800 Eh. Its spin multiplicity is 2. For the HOMO energy (alpha / beta), the calculation gives -10.7 / -10.7 eV. The LUMO energy (alpha / beta) comes out at -3.999 / -3.385 eV.

Atom charges from the Mulliken analysis, given in e for atoms 1 to 8:
1 V -0.219
2 I 0.087
3 C -0.860
4 I 0.066
5 H 0.498
6 H 0.318
7 N -0.390
8 C 0.697

=====

No. 2
Molecular formula: C24H18N3O6S
Method: DFT, ωB97M-V/def2-TZVPD

Geometry as XYZ:
```
52
Properties=species:S:1:pos:R:3:forces:R:3
C -4.8875 0.2178 0.0781 -0.2 -0.1 -0.2
C -3.7926 0.6334 1.0089 0.2 0.1 0.0
C -3.8220 0.2289 2.3435 0.2 0.2 0.2
C -2.8111 0.6187 3.2205 0.2 -0.1 -0.4
C -1.7499 1.3890 2.7255 -0.6 0.2 0.3
S -0.4470 1.8493 3.8404 0.9 0.1 -0.8
O -0.1917 3.2595 3.8017 -0.5 -0.3 0.3
O -0.5705 1.1009 5.0616 0.0 0.5 -0.7
N 0.9420 1.2520 3.0054 -0.9 -0.5 0.4
C 1.2308 -0.1134 2.8362 0.8 0.3 -0.4
C 0.4561 -1.2164 3.1227 -0.1 -0.4 0.0
C 0.9648 -2.4620 2.7432 1.2 1.4 -0.5
N 0.1277 -3.6017 2.9369 -1.7 -2.2 0.4
O 0.5366 -4.7336 2.5969 -0.5 2.1 0.6
O -1.0079 -3.4192 3.4403 2.0 -0.4 -0.9
C 2.2556 -2.5833 2.1514 -0.4 0.2 0.3
C 3.0460 -1.4557 1.9211 -0.2 -0.5 0.2
C 2.5073 -0.2014 2.2163 -0.3 0.7 0.0
C 2.9306 1.1786 1.9947 -1.6 -0.8 0.6
N 4.1236 1.6188 1.3996 2.5 1.3 -1.6
O 4.9052 0.7785 0.8866 -1.7 1.5 1.4
O 4.3452 2.8560 1.4060 -0.4 -2.4 0.1
C 1.9274 2.0141 2.4446 1.1 -0.5 0.0
C -1.7475 1.8645 1.4105 0.1 -0.1 0.1
C -2.7519 1.4454 0.5431 0.0 0.1 0.3
H -4.7141 0.6248 -0.9194 -0.1 -0.1 0.0
H -4.9501 -0.8723 0.0141 0.0 0.1 -0.1
H -5.8600 0.5720 0.4330 0.1 0.0 0.0
H -4.6504 -0.3929 2.6967 0.3 0.2 -0.1
H -2.8336 0.3262 4.2661 0.1 0.0 -0.2
H -0.5115 -1.1357 3.6046 0.2 -0.1 -0.1
H 2.6076 -3.5744 1.8831 -0.1 0.2 0.1
H 4.0641 -1.5217 1.5359 -0.5 -0.1 -0.1
H 1.9094 3.0902 2.4295 -0.1 0.0 0.0
H -0.9763 2.5551 1.0737 0.0 -0.3 0.0
H -2.7446 1.7584 -0.5051 0.1 0.0 0.4
C 1.1466 1.0336 -1.4615 0.2 0.2 -0.1
C 2.1907 0.1728 -1.8937 0.3 1.3 0.0
C 3.3037 0.9646 -2.2897 -0.3 0.0 0.2
C 2.9684 2.3430 -2.1071 -0.6 -0.9 0.2
C 1.5937 2.3858 -1.6085 0.4 -0.9 0.0
C 0.9760 3.6182 -1.3778 0.5 0.6 0.0
C 1.7045 4.7942 -1.5826 -0.5 -0.3 0.2
C 3.0401 4.7506 -2.0289 0.5 -0.4 -0.3
C 3.6744 3.5347 -2.3015 -0.4 0.5 0.1
H 0.1526 0.7630 -1.1086 0.2 -0.1 -0.1
H 2.1436 -0.9076 -1.9215 0.0 0.0 0.0
H 4.2664 0.6167 -2.6595 -0.2 -0.1 0.1
H -0.0609 3.6327 -1.0422 0.0 0.2 0.0
H 1.2357 5.7610 -1.3969 0.1 -0.2 0.0
H 3.5888 5.6821 -2.1720 -0.1 -0.1 0.0
H 4.7047 3.4836 -2.6603 -0.2 0.2 0.1
```
Positions in Å, forces in eV/Å.

The value obtained for the frontier orbital gap is 3.6211 eV. The total charge is -1. The calculation puts the energy relative to the best compared isomer or geometry (same formula, charge and spin) at 0.000 eV. As for the electronic energy: -1939.09693 Eh. Its spin multiplicity is 1. For the HOMO energy, the calculation gives -2.6 eV. The LUMO energy comes out at 1.067 eV.

Atom charges from the Mulliken analysis, given in e for atoms 1 to 8:
1 C -1.504
2 C 0.980
3 C -0.707
4 C -0.331
5 C 0.189
6 S 1.356
7 O -0.740
8 O -0.648

=====

No. 3
Molecular formula: CH4FO3P
Method: DFT, ωB97M-V/def2-TZVPD

Geometry as XYZ:
```
10
Properties=species:S:1:pos:R:3:forces:R:3
O -0.6292 2.2322 -1.4907 1.6 -0.4 0.6
O -1.1045 1.4335 -0.3880 -0.4 0.8 0.0
O -0.4500 0.1466 -0.4517 -1.0 -0.4 -1.6
C 0.2589 -0.2160 0.6540 1.0 1.2 0.9
F -0.4837 -0.7163 1.7261 -0.5 0.8 -0.5
P 1.4181 -1.5544 0.1114 -0.4 -1.3 0.9
H -1.3484 2.5824 -2.0472 -0.7 -1.0 0.8
H 0.8466 0.6518 1.0102 -0.5 -0.3 0.2
H 1.1303 -2.2798 1.3807 0.7 0.6 -1.2
H 0.3619 -2.2800 -0.5047 0.2 0.1 -0.1
```
Positions in Å, forces in eV/Å.

The value obtained for the frontier orbital gap is 10.9879 eV. The calculation puts the energy relative to the best compared isomer or geometry (same formula, charge and spin) at 2.522 eV. As for the SMILES: OOO[C@@H](F)P. As for the electronic energy: -707.20634 Eh. Its spin multiplicity is 1. For the HOMO energy, the calculation gives -10.4 eV. The LUMO energy comes out at 0.626 eV.

Atom charges from the Mulliken analysis, given in e for atoms 1 to 8:
1 O -0.325
2 O -0.058
3 O -0.194
4 C 0.229
5 F -0.269
6 P -0.152
7 H 0.341
8 H 0.288

=====

No. 4
Molecular formula: C13H23MgN4O2P2
Method: DFT, ωB97M-V/def2-TZVPD

Geometry as XYZ:
```
45
Properties=species:S:1:pos:R:3:forces:R:3
Mg 0.6771 -0.6928 0.5966 1.9 0.8 1.1
P 1.3763 1.6119 1.2907 0.0 0.6 -0.3
C 1.1541 2.3449 -0.3044 -0.2 -0.5 -1.3
C 0.8805 1.5389 -1.4418 0.1 0.9 1.9
N 0.5031 0.2111 -1.2772 -0.6 -0.8 0.8
C -0.0033 -0.4786 -2.3159 0.3 0.9 -1.9
C 0.0672 0.0056 -3.6162 -0.9 -1.8 0.8
C 0.5353 1.2997 -3.8397 0.8 1.4 0.8
C 0.9093 2.0764 -2.7568 -0.2 -0.4 -1.6
C -0.6256 -1.8383 -2.0711 0.9 0.2 0.2
P -1.5860 -2.0422 -0.5202 -1.2 -0.3 -1.2
H 1.2327 3.1103 -2.8877 -0.1 -0.4 0.0
H -0.2609 -0.6455 -4.4263 0.0 0.3 0.1
H 0.5806 1.6880 -4.8593 0.0 0.0 0.4
H -1.3313 -2.0556 -2.8893 0.0 0.0 0.4
H 0.1445 -2.6296 -2.0960 -0.2 0.1 0.2
H -0.8767 3.2805 -0.3082 -0.6 0.0 0.5
H 1.4374 3.3872 -0.4890 0.1 -0.4 0.0
H -2.5381 2.2058 0.8374 -0.2 -0.8 0.7
O -1.7662 3.4920 0.0768 0.7 0.7 -1.1
H -2.0405 4.3181 -0.3704 0.0 -0.7 0.4
H -1.2562 -1.2230 0.6384 -0.2 -0.8 -0.8
O -2.7852 1.4869 1.4935 0.4 -0.4 -0.9
H -2.6808 0.6273 1.0351 -0.2 1.0 0.3
C -3.2781 -1.5148 -0.8485 -0.1 0.2 0.4
H -3.7282 -2.1143 -1.6530 0.3 0.1 0.2
H -3.8570 -1.6466 0.0778 0.0 0.1 -0.3
H -3.2891 -0.4494 -1.1238 0.0 -0.3 0.0
C -1.5320 -3.7925 -0.1557 0.2 0.0 0.7
H -2.0224 -3.9751 0.8057 0.1 -0.1 -0.1
H -2.0464 -4.3553 -0.9444 0.1 0.3 0.1
H -0.4864 -4.1163 -0.0923 -0.2 0.0 0.0
C 3.1949 1.5077 1.5115 -0.1 -0.1 0.4
H 3.6327 2.5096 1.5937 0.0 -0.2 0.0
H 3.4034 0.9225 2.4166 0.1 0.2 -0.2
H 3.6253 0.9861 0.6471 -0.1 0.2 0.2
C 0.7821 2.8397 2.5094 0.0 -0.4 0.2
H 0.9969 2.4544 3.5163 -0.1 0.2 -0.2
H 1.2844 3.8061 2.3671 -0.1 -0.3 0.0
H -0.3044 2.9507 2.3921 0.3 0.0 0.0
N 1.4379 -2.0175 1.9298 -0.7 0.5 -1.2
C 1.7655 -2.6866 2.8456 0.1 -1.0 1.6
N 1.9551 -3.3433 3.9174 -1.0 1.6 -1.7
C 2.9418 -4.1478 4.2029 3.1 -2.8 1.5
N 3.7768 -4.8964 4.5858 -2.3 2.1 -1.2
```
Positions in Å, forces in eV/Å.

The value obtained for the frontier orbital gap (alpha / beta) is 5.9077 / 5.9071 eV. The total charge is +1. As for the electronic energy: -1761.22341 Eh. Its spin multiplicity is 1. For the HOMO energy (alpha / beta), the calculation gives -10.3 / -10.3 eV. The LUMO energy (alpha / beta) comes out at -4.379 / -4.379 eV.

Atom charges from the Mulliken analysis, given in e for atoms 1 to 8:
1 Mg 0.320
2 P 0.573
3 C -1.478
4 C 1.122
5 N -0.038
6 C 0.843
7 C -0.765
8 C -0.466

=====

No. 5
Molecular formula: C2H16NO5
Method: DFT, ωB97M-V/def2-TZVPD

Geometry as XYZ:
```
24
Properties=species:S:1:pos:R:3:forces:R:3
C 3.3626 -1.4948 -0.9303 2.9 0.8 2.4
C 1.2601 -2.0872 -2.0144 3.5 1.5 0.6
N 1.9014 -1.7699 -0.9011 0.1 0.0 -4.1
H 3.7043 -1.0964 0.1487 -1.3 -0.3 -2.4
H 3.7798 -0.6849 -1.7242 -1.4 -2.4 1.7
H 3.9786 -2.4783 -0.8019 -1.3 1.5 -1.3
H 1.6446 -2.0882 -3.1057 0.4 -0.2 2.3
H 0.2520 -2.2543 -2.0254 -2.7 -0.4 0.7
H 1.3970 -1.4315 -0.0042 -0.2 -0.6 0.0
H 0.6154 -0.1403 1.6009 0.7 0.9 0.6
H -0.3071 -0.9834 0.8811 0.1 -0.5 0.1
O 0.6277 -1.0031 1.2044 -1.2 -0.3 -0.6
H -2.8721 -1.0334 0.9351 0.9 0.1 0.1
H -2.5107 -0.1326 -0.2201 1.3 -0.8 1.6
O -2.0717 -0.5943 0.5746 -2.1 0.6 -1.8
H -0.7800 3.0228 4.8994 0.5 3.2 1.0
H 0.4182 3.7187 5.5130 -0.2 0.6 0.1
O -0.4787 3.9738 5.2360 -0.3 -3.7 -1.2
H -4.1062 -0.6256 -4.5707 -0.9 -0.9 1.1
H -5.3838 -1.2371 -3.8899 -0.9 0.1 -0.3
O -4.4411 -1.2040 -3.8335 1.8 0.8 -0.8
H 0.2546 4.1283 1.7827 -0.7 -1.9 -2.5
H -0.3133 4.0372 0.2418 1.1 -1.4 2.2
O 0.0683 3.4586 1.0037 -0.4 3.2 0.3
```
Positions in Å, forces in eV/Å.

The value obtained for the frontier orbital gap is 8.7710 eV. The total charge is +1. The calculation puts the energy relative to the best compared isomer or geometry (same formula, charge and spin) at 2.979 eV. As for the electronic energy: -516.42385 Eh. Its spin multiplicity is 1. For the HOMO energy, the calculation gives -13.4 eV. The LUMO energy comes out at -4.677 eV.

Atom charges from the Mulliken analysis, given in e for atoms 1 to 8:
1 C -0.839
2 C -0.156
3 N 0.044
4 H 0.287
5 H 0.337
6 H 0.325
7 H 0.274
8 H 0.323

=====

No. 6
Molecular formula: CH3Cl3SSi
Method: DFT, ωB97M-V/def2-TZVPD

Geometry as XYZ:
```
9
Properties=species:S:1:pos:R:3:forces:R:3
Cl 3.2716 -0.4077 -1.9586 1.6 -0.4 -1.4
Si 2.2240 -0.3361 -0.2876 -0.6 1.7 -0.7
Cl 2.8714 -1.5121 1.1450 0.2 -0.9 0.9
Cl 2.4839 1.6214 0.3126 -0.4 -0.3 0.2
H 0.9768 -0.5996 -0.9749 -0.8 -0.1 0.9
C -3.0071 0.3248 0.4989 -0.2 1.5 1.1
S -2.2762 -0.5646 -0.5948 -0.2 -0.3 -0.1
H -4.0736 0.3630 0.7823 0.3 -0.6 -0.5
H -2.4709 1.1108 1.0770 0.0 -0.6 -0.4
```
Positions in Å, forces in eV/Å.

The value obtained for the frontier orbital gap is 8.5625 eV. The calculation puts the energy relative to the best compared isomer or geometry (same formula, charge and spin) at 1.553 eV. As for the SMILES: Cl[SiH](Cl)Cl.C=S. As for the electronic energy: -2108.25158 Eh. Its spin multiplicity is 1. For the HOMO energy, the calculation gives -9.1 eV. The LUMO energy comes out at -0.514 eV.

Atom charges from the Mulliken analysis, given in e for atoms 1 to 8:
1 Cl -0.221
2 Si 0.729
3 Cl -0.159
4 Cl -0.229
5 H -0.119
6 C -0.265
7 S -0.196
8 H 0.245